The following is a DFT calculation (the ωB97M-V functional and the def2-TZVPD basis) of a structure of composition C39H36Cl2I2N5O4PRuS.

Each line ends with the Mulliken charge.
Positions of all 91 atoms, in Å:
Ru (-0.295, 1.560, -0.914)  -0.081
O (-1.437, 2.381, -3.564)  -0.428
N (-2.176, 1.748, -2.589)  0.078
C (-3.302, 2.253, -2.280)  -0.549
C (-4.203, 1.594, -1.356)  0.191
C (-5.521, 2.038, -1.299)  -1.067
C (-6.430, 1.451, -0.440)  -0.875
C (-6.021, 0.419, 0.388)  -0.744
C (-4.714, -0.041, 0.335)  -1.028
C (-3.791, 0.530, -0.537)  1.376
P (-2.095, -0.130, -0.650)  3.000
C (-1.945, -1.119, 0.867)  0.900
C (-2.079, -0.441, 2.081)  -0.589
C (-1.951, -1.127, 3.277)  -1.060
C (-1.691, -2.490, 3.271)  -0.406
C (-1.524, -3.160, 2.067)  -1.087
C (-1.634, -2.476, 0.865)  -0.843
C (-2.306, -1.322, -2.012)  0.850
C (-3.230, -2.359, -1.893)  -0.488
C (-3.408, -3.252, -2.936)  -0.956
C (-2.678, -3.108, -4.108)  -0.721
C (-1.760, -2.076, -4.233)  -0.841
C (-1.574, -1.185, -3.188)  -0.061
H (-1.739, 3.300, -3.684)  0.221
H (-3.635, 3.190, -2.730)  0.322
H (-5.836, 2.849, -1.944)  0.461
H (-7.453, 1.799, -0.408)  0.416
H (-6.718, -0.029, 1.083)  0.471
H (-4.413, -0.849, 0.987)  0.454
H (-2.272, 0.623, 2.072)  0.495
H (-2.055, -0.600, 4.216)  0.467
H (-1.613, -3.029, 4.206)  0.471
H (-1.315, -4.222, 2.059)  0.462
H (-1.491, -3.001, -0.071)  0.500
H (-3.813, -2.461, -0.987)  0.467
H (-4.121, -4.059, -2.836)  0.458
H (-2.832, -3.793, -4.931)  0.423
H (-1.196, -1.962, -5.149)  0.477
H (-0.877, -0.363, -3.286)  -0.054
I (-0.690, 6.204, -3.305)  0.001
C (1.012, 5.537, -2.278)  -0.552
C (2.198, 6.267, -2.256)  -0.217
C (3.290, 5.785, -1.578)  -0.213
I (5.043, 6.951, -1.576)  0.076
C (3.233, 4.543, -0.906)  0.931
C (4.300, 3.967, -0.184)  -0.726
C (4.126, 2.761, 0.438)  -1.330
C (2.897, 2.098, 0.314)  -0.796
N (1.884, 2.595, -0.358)  0.691
C (2.020, 3.808, -0.946)  0.023
C (0.869, 4.313, -1.625)  -0.404
O (-0.253, 3.669, -1.634)  0.093
H (2.255, 7.213, -2.774)  0.378
H (5.245, 4.489, -0.124)  0.192
H (4.914, 2.304, 1.017)  0.556
H (2.767, 1.135, 0.786)  0.969
C (2.292, -4.689, 3.523)  -1.151
C (1.738, -3.279, 3.702)  -0.065
N (2.760, -2.244, 3.720)  0.277
C (3.649, -2.172, 4.880)  -0.803
C (5.047, -2.692, 4.559)  -1.078
C (2.862, -1.269, 2.794)  0.085
O (3.575, -0.284, 2.913)  -0.666
C (2.138, -1.446, 1.481)  -0.010
C (2.556, -2.428, 0.589)  0.093
C (2.028, -2.450, -0.692)  -1.802
C (1.138, -1.457, -1.058)  -0.399
N (0.770, -0.491, -0.218)  1.628
C (1.236, -0.495, 1.030)  -1.056
H (1.466, -5.399, 3.478)  0.412
H (2.937, -4.967, 4.355)  0.357
H (2.864, -4.770, 2.598)  0.220
H (1.191, -3.229, 4.649)  0.488
H (1.032, -3.053, 2.907)  -0.271
H (3.200, -2.751, 5.687)  0.416
H (3.721, -1.128, 5.185)  0.431
H (5.017, -3.720, 4.199)  0.280
H (5.670, -2.655, 5.452)  0.408
H (5.508, -2.067, 3.795)  0.288
H (3.295, -3.159, 0.892)  0.721
H (2.321, -3.208, -1.404)  0.524
H (0.704, -1.436, -2.047)  0.301
H (0.866, 0.287, 1.684)  0.803
O (-3.013, 3.691, 0.132)  -0.400
S (-1.666, 3.648, 0.698)  0.208
N (-1.118, 2.237, 0.816)  -0.206
Cl (1.451, 1.075, -2.947)  0.167
C (1.132, 1.195, -4.701)  -0.293
Cl (2.285, 2.290, -5.459)  -0.122
H (0.134, 1.592, -4.827)  0.051
H (1.249, 0.205, -5.129)  0.414

Charge ... +1
Lowest unoccupied orbital energy (alpha / beta) ... -3.731 / -3.716 eV
Spin multiplicity ... 2
⟨S²⟩ ... 0.76
HOMO-LUMO gap (alpha / beta) ... 0.2178 / 0.2184 Ha
E_HOMO (alpha / beta) ... -9.7 / -9.7 eV